This record from OMol25 describes a molecular structure, C15H32N7O6PTl at a distorted geometry. The level of theory is the ωB97M-V functional and the def2-TZVPD basis.

Values from the calculation:
- E_HOMO: -9.41 eV
- Total energy: -52756.226 eV
- Net charge: +1
- Kohn-Sham gap: 4.42 eV

Each line ends with the Löwdin charge.
Element x y z (Å)
O: 3.615 -3.914 -2.364  -0.129
H: 4.433 -4.084 -2.857  0.080
Tl: 0.959 -0.384 0.144  0.925
N: 0.423 -0.990 2.214  -0.278
N: 0.403 -2.488 0.144  -0.265
N: 1.913 1.623 0.538  -0.069
N: 2.227 0.199 -1.519  -0.051
O: 0.579 -0.095 3.130  -0.212
O: 1.461 2.354 1.644  -0.009
O: 2.307 -0.630 -2.651  0.007
O: 0.559 -3.078 -0.968  -0.166
C: -0.267 -3.014 1.232  -0.262
C: -0.260 -2.173 2.382  -0.259
C: 2.245 2.335 -0.560  -0.243
C: 2.393 1.526 -1.735  -0.224
C: -1.029 -2.370 3.627  -0.015
H: -1.717 -1.521 3.776  0.090
H: -0.350 -2.419 4.490  0.101
H: -1.615 -3.292 3.593  0.075
C: -1.023 -4.266 1.023  -0.022
H: -0.343 -5.055 0.674  0.098
H: -1.793 -4.113 0.248  0.094
H: -1.517 -4.592 1.945  0.076
C: 2.310 3.806 -0.530  0.010
C: 2.561 2.043 -3.101  0.016
H: 2.494 4.166 0.490  0.102
H: 1.372 4.257 -0.893  0.106
H: 3.120 4.147 -1.185  0.106
H: 2.179 1.339 -3.847  0.100
H: 3.618 2.238 -3.315  0.120
H: 2.023 2.992 -3.212  0.102
H: 1.168 1.651 2.290  0.085
H: 1.797 -1.442 -2.430  0.105
C: 4.010 -3.307 -1.122  -0.155
H: 3.203 -3.534 -0.415  0.069
H: 4.127 -2.216 -1.240  0.061
H: 4.960 -3.726 -0.731  0.090
O: 3.236 -0.651 1.633  -0.087
H: 3.533 0.283 1.648  0.054
H: 2.882 -0.790 2.542  0.068
C: -3.835 1.538 -1.543  -0.152
N: -3.767 0.270 -0.771  -0.150
C: -4.054 0.528 0.663  -0.144
N: -3.193 1.596 1.233  -0.149
C: -3.269 2.830 0.414  -0.150
N: -2.935 2.590 -1.012  -0.151
C: -1.515 2.290 -1.230  -0.274
P: -1.177 0.724 -0.313  0.998
C: -2.479 -0.402 -0.973  -0.269
C: -1.806 1.163 1.381  -0.275
H: -4.866 1.922 -1.482  0.138
H: -3.561 1.324 -2.587  0.133
H: -3.917 -0.402 1.238  0.137
H: -5.102 0.856 0.751  0.137
H: -2.577 3.577 0.834  0.135
H: -4.304 3.205 0.456  0.137
H: -1.289 2.162 -2.304  0.107
H: -0.864 3.105 -0.866  0.094
H: -2.453 -1.381 -0.469  0.103
H: -2.305 -0.596 -2.045  0.113
H: -1.195 1.972 1.818  0.102
H: -1.734 0.313 2.075  0.085


This record from OMol25 describes a molecular structure, C15H32O5S. The level of theory is the ωB97M-V functional and the def2-TZVPD basis.

Values from the calculation:
- E_HOMO: -10.39 eV
- Total energy: -37145.812 eV
- Kohn-Sham gap: 11.10 eV

Each line ends with the Löwdin charge.
Element x y z (Å)
C: -0.940 -0.014 -4.219  -0.092
C: 0.586 -0.018 -4.333  -0.400
C: 1.105 -1.448 -4.124  -0.081
C: 1.310 1.069 -3.471  -0.109
C: 0.532 1.790 -2.345  -0.334
C: 0.711 3.312 -2.470  -0.070
C: 0.941 1.458 -0.900  -0.149
O: 0.826 0.085 -0.494  -0.055
C: 1.943 -0.731 -0.473  -0.366
C: 2.108 -1.423 0.892  -0.056
O: 3.525 -1.761 0.945  -0.182
S: 4.319 -1.076 -0.245  0.615
O: 4.421 -2.006 -1.330  -0.222
O: 5.455 -0.384 0.255  -0.206
O: 3.181 -0.006 -0.593  -0.151
H: -1.371 0.969 -4.441  0.080
H: -1.264 -0.300 -3.213  0.078
H: -1.368 -0.729 -4.928  0.080
H: 0.813 0.228 -5.379  0.124
H: 0.619 -1.925 -3.269  0.072
H: 0.864 -2.065 -4.997  0.078
H: 2.190 -1.482 -3.993  0.077
H: 1.643 1.842 -4.174  0.109
H: 2.233 0.652 -3.054  0.109
H: -0.536 1.584 -2.436  0.115
H: 0.087 3.707 -3.277  0.084
H: 0.434 3.835 -1.549  0.078
H: 1.754 3.561 -2.696  0.086
H: 1.946 1.824 -0.678  0.134
H: 0.252 1.988 -0.233  0.126
H: 1.897 -1.479 -1.262  0.143
H: 1.526 -2.339 0.978  0.144
H: 1.925 -0.736 1.720  0.124
C: -0.149 0.764 2.866  -0.106
C: -0.603 -0.539 3.514  -0.262
C: -1.743 -1.222 2.759  -0.224
C: -3.030 -0.402 2.661  -0.228
C: -3.621 0.025 4.005  -0.270
C: -4.015 -1.147 4.897  -0.112
H: -0.947 1.508 2.847  0.071
H: 0.690 1.205 3.409  0.079
H: 0.166 0.595 1.835  0.043
H: -0.894 -0.354 4.551  0.100
H: 0.243 -1.232 3.561  0.097
H: -1.956 -2.185 3.231  0.102
H: -1.405 -1.453 1.742  0.105
H: -3.776 -0.991 2.117  0.110
H: -2.851 0.489 2.053  0.101
H: -4.502 0.643 3.814  0.104
H: -2.913 0.666 4.537  0.098
H: -4.747 -1.786 4.399  0.075
H: -4.458 -0.799 5.831  0.069
H: -3.154 -1.766 5.155  0.064


This record from OMol25 describes 3 unconnected molecules or ions with the total composition C15H33B2Cl2O8. The level of theory is the ωB97M-V functional and the def2-TZVPD basis.

Values from the calculation:
- E_HOMO: -4.50 eV
- Total energy: -58868.884 eV
- Net charge: -1
- Kohn-Sham gap: 6.66 eV

Each line ends with the Löwdin charge.
Element x y z (Å)
C: -6.666 0.116 -4.122  0.008
C: -5.740 -0.467 -5.160  -0.570
O: -5.974 -0.455 -6.345  0.093
O: -4.639 -1.029 -4.627  -0.040
C: -3.362 -0.443 -5.062  -0.172
C: -3.267 1.053 -4.884  -0.199
B: -1.711 1.615 -4.989  -0.536
B: -1.618 3.290 -4.596  -0.542
O: -1.860 3.830 -3.319  0.079
O: -1.236 4.263 -5.542  0.081
C: -0.645 0.736 -4.133  -0.597
Cl: 0.802 0.228 -5.031  0.611
C: -0.655 0.332 -2.853  -0.725
C: 0.335 -0.488 -2.079  -0.155
Cl: -2.025 0.796 -1.846  0.706
H: -7.680 0.161 -4.519  0.077
H: -6.623 -0.485 -3.213  0.082
H: -6.299 1.120 -3.896  0.085
H: -2.617 -0.974 -4.468  0.112
H: -3.216 -0.703 -6.115  0.126
H: -3.778 1.357 -3.959  0.065
H: -3.822 1.526 -5.708  0.098
H: -1.382 1.528 -6.165  0.075
H: -2.737 3.602 -2.999  0.068
H: -1.859 4.285 -6.274  0.078
H: 1.038 -0.986 -2.744  0.035
H: 0.869 0.123 -1.342  0.066
H: -0.197 -1.255 -1.507  0.066
C: -0.191 1.435 1.281  -0.112
O: 0.049 0.148 1.831  -0.191
C: 0.892 0.158 2.966  -0.213
C: 0.109 0.019 4.252  -0.204
O: -0.725 1.142 4.495  -0.191
C: -2.077 0.926 4.137  -0.114
H: -0.985 1.338 0.543  0.033
H: -0.490 2.150 2.052  0.084
H: 0.706 1.809 0.774  0.090
H: 1.498 1.071 2.991  0.128
H: 1.571 -0.697 2.883  0.114
H: 0.810 -0.055 5.089  0.120
H: -0.485 -0.900 4.223  0.126
H: -2.563 0.242 4.843  0.085
H: -2.167 0.523 3.126  0.085
H: -2.582 1.890 4.179  0.088
C: 6.117 -3.834 4.593  -0.116
O: 6.525 -2.675 3.892  -0.191
C: 5.611 -2.275 2.882  -0.202
C: 4.742 -1.122 3.330  -0.204
O: 3.877 -1.494 4.393  -0.203
C: 4.321 -1.058 5.663  -0.113
H: 6.771 -3.937 5.458  0.087
H: 5.083 -3.756 4.935  0.083
H: 6.221 -4.726 3.965  0.088
H: 4.983 -3.118 2.577  0.128
H: 6.196 -1.959 2.014  0.127
H: 4.114 -0.807 2.491  0.122
H: 5.366 -0.272 3.624  0.128
H: 4.199 0.026 5.767  0.089
H: 5.368 -1.319 5.836  0.083
H: 3.703 -1.552 6.411  0.088


This record from OMol25 describes a molecular structure, C15H34BInN2SSbSi3. The level of theory is the ωB97M-V functional and the def2-TZVPD basis.

Values from the calculation:
- E_HOMO: -11.44 eV
- Total energy: -65940.526 eV
- Net charge: +1
- Kohn-Sham gap: 8.34 eV

Each line ends with the Löwdin charge.
Element x y z (Å)
In: -1.282 0.479 0.573  0.431
S: -1.735 1.203 2.926  0.651
C: -2.008 2.712 2.112  -0.762
C: -2.450 3.855 2.783  -0.069
C: -2.605 5.024 2.069  -0.029
C: -2.341 5.041 0.699  -0.042
C: -1.935 3.874 0.098  -0.108
N: -1.761 2.738 0.789  -0.065
H: -2.667 3.794 3.839  0.116
H: -2.934 5.925 2.570  0.122
H: -2.459 5.942 0.116  0.115
H: -1.737 3.815 -0.965  0.123
C: 4.278 0.036 -0.072  -0.221
Si: 2.656 0.912 0.301  0.361
C: 2.388 1.410 2.094  -0.201
C: 2.314 2.399 -0.802  -0.205
Sb: 0.906 -0.949 -0.296  0.897
Si: 0.536 -1.270 -2.906  0.402
C: 2.251 -1.787 -3.483  -0.222
C: -0.757 -2.619 -3.056  -0.207
C: -0.005 0.432 -3.485  -0.205
Si: 0.811 -2.881 1.526  0.397
C: -0.704 -3.878 1.042  -0.206
C: 2.445 -3.781 1.288  -0.218
C: 0.631 -1.996 3.170  -0.200
H: 5.144 0.671 0.125  0.041
H: 4.314 -0.267 -1.120  0.024
H: 4.377 -0.865 0.538  0.024
H: 3.022 2.263 2.346  0.046
H: 2.627 0.604 2.789  0.025
H: 1.349 1.703 2.263  0.006
H: 2.996 3.214 -0.550  0.045
H: 1.294 2.762 -0.653  0.019
H: 2.447 2.175 -1.861  0.024
H: 2.655 -2.567 -2.835  0.027
H: 2.944 -0.944 -3.475  0.029
H: 2.223 -2.183 -4.500  0.041
H: -0.361 -3.573 -2.705  0.033
H: -1.066 -2.750 -4.095  0.045
H: -1.646 -2.372 -2.473  0.029
H: 0.761 1.179 -3.272  0.018
H: -0.929 0.726 -2.981  0.024
H: -0.196 0.448 -4.559  0.047
H: -0.619 -4.263 0.025  0.029
H: -1.605 -3.265 1.101  0.035
H: -0.839 -4.729 1.713  0.045
H: 2.658 -3.929 0.228  0.026
H: 2.419 -4.765 1.762  0.041
H: 3.272 -3.222 1.728  0.031
H: -0.291 -1.413 3.201  -0.002
H: 1.465 -1.320 3.360  0.022
H: 0.590 -2.716 3.991  0.049
B: -5.676 -0.202 -0.510  -0.381
C: -4.152 -0.152 -0.503  -0.191
N: -2.985 -0.115 -0.506  0.020
H: -6.038 -0.015 -1.641  0.023
H: -6.017 -1.269 -0.076  0.023
H: -5.977 0.720 0.214  0.028